This record from the OMol25 dataset describes a molecular structure, C29H20ClCuN4O4S in a non-equilibrium geometry. The level of theory is the ωB97M-V functional and the def2-TZVPD basis.

```
60
Properties=species:S:1:pos:R:3:mulliken_charge:R:1
Cu 10.34 4.31 14.33 -0.47
S 8.65 3.15 14.96 -0.28
C 7.30 3.76 13.97 0.57
C 5.98 3.56 14.43 -0.70
C 4.96 4.15 13.70 -0.13
C 5.21 4.73 12.47 -0.68
C 6.52 4.67 12.11 -0.07
N 7.56 4.26 12.77 -0.35
H 5.83 3.12 15.46 0.27
H 4.01 4.10 14.18 0.36
H 4.48 5.30 11.97 0.41
H 6.70 5.18 11.14 0.33
O 5.46 10.07 5.20 -0.72
C 6.20 8.99 5.19 0.53
O 6.04 8.01 4.51 -0.64
C 7.37 9.03 6.17 0.06
C 8.10 8.02 6.68 0.02
Cl 8.00 6.37 6.38 -0.19
N 8.94 8.44 7.61 0.97
N 8.83 9.76 7.78 -0.97
C 7.92 10.14 6.92 0.28
C 7.46 11.63 7.02 0.64
O 6.31 11.85 6.59 -0.59
O 8.25 12.44 7.58 -0.69
C 10.01 7.67 8.25 -0.42
C 11.01 7.24 7.42 0.09
C 12.03 6.46 8.00 -0.66
C 12.02 6.22 9.35 -0.60
C 11.07 6.82 10.24 0.06
C 10.04 7.51 9.65 -0.41
H 5.95 10.95 5.95 0.43
H 10.93 7.33 6.32 0.40
H 12.86 6.09 7.38 0.32
H 12.86 5.79 9.86 0.37
H 11.18 6.65 11.28 0.05
H 9.27 7.99 10.21 0.63
N 11.96 5.05 13.77 -1.22
C 12.12 6.25 13.77 0.57
C 13.38 6.82 13.13 0.64
C 13.65 8.20 13.06 0.01
C 14.77 8.79 12.56 -1.02
C 15.70 7.94 11.97 -0.18
C 15.38 6.57 11.93 -0.34
C 14.23 6.03 12.46 -0.32
C 11.13 7.21 14.38 -0.29
C 11.39 7.88 15.57 0.10
C 10.39 8.60 16.24 -0.77
C 9.10 8.80 15.66 -0.40
C 8.85 8.30 14.43 -0.94
C 9.86 7.48 13.78 0.13
H 12.78 8.78 13.41 0.30
H 14.98 9.81 12.74 0.43
H 16.69 8.30 11.57 0.30
H 16.14 5.88 11.43 0.24
H 14.29 4.94 12.55 0.39
H 12.37 7.66 15.92 0.49
H 10.59 9.04 17.21 0.31
H 8.37 9.41 16.15 0.42
H 7.93 8.38 13.91 0.47
H 9.59 7.04 12.83 0.49
```

Output
E   -4136.0324 a.u.
Orbital gap   7.07 eV
HOMO level   -2.77 eV
Relative energy (zero: lowest compared OMol25 entry of this formula, charge and spin)   30.4 kcal per mole
E_LUMO   4.3 eV
Charge   -2